126
Properties=species:S:1:pos:R:3:forces:R:3:lowdin_charge:R:1 method="wB97M-V/def2-TZVPD" gap_ev="3.96 / 7.43" de_lowest_kcal_mol=0.0 charge=-1 multiplicity=3
Ti 0.787 0.546 0.692 1.0 -0.5 -0.6 1.03
C -2.222 4.113 2.283 0.0 0.0 0.0 -0.05
C -0.957 4.100 1.419 0.0 0.0 0.0 -0.35
C -0.471 5.511 1.095 0.0 0.0 0.0 -0.05
C -1.207 3.293 0.184 -0.1 0.1 -0.2 -0.25
C -1.804 3.706 -1.023 0.0 0.3 0.0 0.04
C -1.912 2.565 -1.795 0.0 0.1 0.0 -0.24
C -2.463 2.381 -3.174 -0.1 0.1 -0.1 -0.36
C -3.562 3.403 -3.470 0.0 0.0 0.0 -0.06
C -1.355 2.451 -4.231 0.0 0.0 0.0 -0.06
N -1.398 1.548 -1.086 -0.1 -0.4 0.4 0.06
N -0.955 1.995 0.133 -0.3 -0.3 -0.6 0.08
B -1.658 0.004 -1.210 0.3 0.2 0.0 -0.50
N -1.976 -0.492 0.226 0.5 -0.1 -0.4 0.06
N -0.994 -0.614 1.185 -0.7 0.0 -0.2 0.05
C -1.611 -0.939 2.318 -0.1 -0.1 0.3 -0.24
C -2.990 -1.011 2.091 -0.2 -0.1 0.2 0.03
C -3.186 -0.692 0.765 -0.3 -0.1 0.2 -0.20
C -4.539 -0.457 0.138 0.0 0.0 -0.2 -0.34
C -4.956 -1.426 -0.975 0.0 0.0 0.0 -0.06
C -4.721 1.000 -0.300 0.0 0.1 0.0 -0.04
C -1.009 -1.156 3.689 0.4 0.3 -0.1 -0.34
C 0.450 -1.619 3.682 -0.2 -0.1 -0.1 -0.05
C -1.188 0.101 4.558 -0.2 0.0 0.0 -0.05
N -0.417 -0.680 -1.843 -0.1 0.3 0.3 0.05
N 0.850 -0.348 -1.406 -0.8 -0.1 -0.3 0.08
C 1.700 -0.946 -2.230 0.2 -0.1 -0.3 -0.25
C 0.986 -1.661 -3.206 0.1 -0.1 0.0 0.03
C -0.350 -1.477 -2.927 0.1 -0.1 -0.2 -0.22
C -1.483 -2.106 -3.705 -0.2 0.2 0.2 -0.33
C -2.347 -3.051 -2.857 0.1 0.0 0.0 -0.05
C -2.352 -1.108 -4.485 0.0 0.0 0.0 -0.06
C 3.210 -0.935 -2.196 0.0 0.1 0.4 -0.34
C 3.833 0.415 -1.831 -0.1 0.0 -0.1 -0.05
C 3.742 -2.048 -1.285 0.0 0.0 0.0 -0.06
H -2.031 4.641 3.222 0.0 0.0 -0.1 0.08
H -3.049 4.614 1.763 0.1 -0.1 0.0 0.08
H -2.528 3.089 2.522 0.0 0.1 0.0 0.08
H -0.185 3.594 1.990 0.1 -0.1 0.0 0.11
H -1.277 6.118 0.665 0.1 -0.1 0.0 0.07
H -0.115 6.003 2.003 -0.1 0.0 -0.1 0.09
H 0.364 5.485 0.390 -0.1 0.0 0.1 0.07
H -2.121 4.706 -1.286 0.0 -0.1 0.1 0.11
H -2.900 1.383 -3.225 0.0 0.0 0.0 0.10
H -3.149 4.417 -3.501 -0.1 -0.1 0.0 0.08
H -4.014 3.195 -4.443 0.0 0.0 0.0 0.08
H -4.346 3.377 -2.708 0.1 0.0 -0.1 0.08
H -0.871 3.432 -4.210 0.0 -0.1 0.0 0.08
H -0.591 1.687 -4.057 -0.1 0.1 0.0 0.07
H -1.776 2.299 -5.231 0.1 0.0 0.1 0.08
H -2.608 -0.195 -1.910 0.1 0.0 0.1 0.10
H -3.752 -1.252 2.818 0.1 0.1 -0.1 0.11
H -5.230 -0.630 0.964 0.0 0.0 0.1 0.13
H -4.437 -1.212 -1.912 -0.1 0.0 0.1 0.05
H -4.753 -2.463 -0.692 0.0 0.1 -0.1 0.08
H -6.032 -1.328 -1.161 0.1 0.0 0.0 0.08
H -4.119 1.224 -1.186 -0.1 0.0 0.1 0.06
H -5.772 1.191 -0.542 0.1 0.0 0.0 0.08
H -4.416 1.690 0.492 0.0 0.0 -0.1 0.09
H -1.618 -1.944 4.133 -0.1 -0.2 0.1 0.13
H 1.076 -0.914 3.138 0.0 0.0 0.1 0.06
H 0.819 -1.687 4.709 0.0 0.0 0.0 0.08
H 0.545 -2.598 3.209 0.0 0.1 0.0 0.06
H -0.643 0.939 4.125 0.0 0.0 0.0 0.07
H -2.249 0.369 4.643 0.2 0.0 0.0 0.07
H -0.795 -0.084 5.564 -0.1 0.0 -0.1 0.08
H 1.408 -2.253 -4.008 -0.1 0.1 0.1 0.11
H -0.973 -2.718 -4.446 0.1 -0.1 -0.1 0.13
H -2.728 -2.542 -1.970 0.0 -0.1 -0.1 0.05
H -3.198 -3.414 -3.445 0.1 0.1 0.1 0.09
H -1.769 -3.917 -2.525 0.0 0.1 0.0 0.07
H -3.111 -0.656 -3.844 0.1 0.0 -0.1 0.05
H -1.745 -0.308 -4.918 -0.1 -0.1 0.0 0.07
H -2.870 -1.625 -5.299 0.0 0.0 0.1 0.08
H 3.504 -1.178 -3.217 0.1 0.0 -0.2 0.12
H 3.418 0.785 -0.896 0.1 0.0 -0.1 0.04
H 4.915 0.304 -1.715 -0.1 0.0 0.0 0.08
H 3.655 1.158 -2.615 0.0 -0.1 0.1 0.07
H 3.474 -1.838 -0.252 0.1 0.0 -0.2 0.04
H 3.311 -3.019 -1.553 0.1 0.1 0.0 0.08
H 4.833 -2.111 -1.368 -0.1 0.0 0.0 0.08
C 1.763 3.119 -2.187 0.1 0.0 0.0 0.00
C 2.140 3.198 -0.750 -0.1 0.1 -0.1 -0.37
N 1.738 2.380 0.180 0.3 0.3 0.5 0.05
C 2.156 2.909 1.423 -0.1 0.1 -0.2 -0.18
C 2.875 4.104 1.175 0.0 -0.2 -0.2 -0.11
N 2.827 4.228 -0.224 0.1 0.2 0.1 0.16
C 3.504 5.109 1.954 0.0 0.1 -0.3 -0.55
O 3.498 4.952 3.287 0.0 0.0 0.2 0.08
O 4.038 6.098 1.436 0.0 0.0 0.0 -0.01
C 1.692 2.307 2.615 -0.1 -0.1 0.1 -0.58
O 2.031 2.720 3.748 -0.1 0.0 0.1 0.00
O 0.835 1.283 2.445 0.3 1.0 1.0 -0.20
H 2.531 3.560 -2.827 0.0 -0.1 0.0 0.08
H 1.594 2.083 -2.471 0.0 0.0 0.0 0.06
H 0.832 3.669 -2.336 0.0 0.0 0.0 0.07
H 3.259 4.998 -0.705 0.0 0.0 0.0 0.15
H 2.987 4.135 3.528 -0.1 -0.1 0.1 0.06
C 3.717 0.201 1.624 -0.2 -0.2 -0.1 -0.18
O 2.524 -0.170 0.990 0.0 -0.2 -0.1 -0.43
H 4.479 -0.577 1.468 0.0 0.0 0.0 0.08
H 3.584 0.334 2.700 -0.1 0.0 0.2 0.09
H 4.122 1.131 1.231 0.0 0.2 -0.1 0.08
C 3.880 -4.883 2.624 0.1 0.0 -0.1 -0.17
C 3.708 -3.390 2.800 -0.2 0.1 -0.1 -0.19
N 2.863 -2.882 1.740 0.0 -0.7 0.0 0.07
C 1.772 -3.549 1.234 -0.2 0.0 -0.1 -0.39
N 0.877 -2.866 0.612 0.3 -0.4 0.1 0.11
C -0.280 -3.546 0.054 0.1 0.1 0.1 -0.22
C -0.066 -5.031 -0.179 0.1 0.0 0.0 -0.17
C 0.529 -5.627 1.080 0.1 0.1 0.0 -0.18
N 1.769 -4.942 1.399 0.1 0.0 0.1 -0.05
C 2.514 -5.521 2.510 -0.2 0.1 -0.1 -0.18
H 4.427 -5.309 3.466 0.0 0.0 0.0 0.11
H 4.441 -5.080 1.706 0.0 0.0 0.0 0.12
H 4.671 -2.884 2.744 0.0 0.1 0.0 0.11
H 3.288 -3.185 3.795 0.0 0.0 0.0 0.11
H 2.746 -1.887 1.636 -0.1 0.5 0.0 0.06
H -0.529 -3.055 -0.882 0.0 0.0 0.0 0.07
H -1.142 -3.398 0.722 0.0 0.0 0.0 0.11
H 0.641 -5.173 -1.003 -0.1 0.0 0.0 0.12
H -1.006 -5.528 -0.432 0.0 0.0 0.0 0.11
H 0.760 -6.684 0.949 0.0 -0.1 0.0 0.11
H -0.194 -5.545 1.904 0.0 0.0 0.1 0.13
H 2.603 -6.591 2.323 0.0 -0.1 0.0 0.11
H 1.970 -5.398 3.458 0.0 0.0 0.1 0.12